(1)
43
Properties=species:S:1:pos:R:3:forces:R:3:lowdin_charge:R:1 method="wB97M-V/def2-TZVPD" charge=0 gap_ev=9.293 e_lumo_ha=0.011
C -3.636 -0.737 -3.105 -0.021 0.025 0.002 -0.112
O -2.266 -0.969 -2.891 0.159 0.033 -0.132 -0.192
C -1.903 -1.134 -1.540 0.051 0.011 0.356 -0.227
C -1.909 0.163 -0.719 -0.053 -0.063 -0.486 -0.165
C -1.131 1.298 -1.386 -0.079 -0.107 0.099 -0.175
C 0.367 1.005 -1.560 -0.111 0.413 0.055 -0.112
C 1.009 0.702 -0.236 -0.148 0.780 -0.494 -0.245
N 1.284 1.582 0.644 0.423 0.081 0.838 0.120
O 0.995 2.898 0.324 -0.349 -0.582 -0.928 -0.143
C 1.378 3.760 1.380 -0.032 -0.062 0.744 -0.198
C 0.455 3.610 2.603 0.301 -0.016 -0.427 -0.271
N -0.937 3.911 2.345 -0.278 0.070 -0.104 -0.002
C 1.316 -0.682 0.150 0.148 -0.478 0.305 -0.166
C 1.182 -1.067 1.486 0.006 -0.001 -0.083 -0.005
C 1.445 -2.362 1.879 0.075 -0.148 -0.142 0.004
C 1.849 -3.297 0.932 -0.005 -0.030 -0.049 -0.119
C 2.156 -4.700 1.368 0.153 -0.303 0.136 -0.588
F 3.404 -4.815 1.867 0.106 0.163 0.009 0.138
F 1.331 -5.133 2.337 -0.178 0.149 0.106 0.137
F 2.071 -5.593 0.370 -0.056 0.068 -0.261 0.137
C 2.008 -2.927 -0.396 -0.003 -0.159 0.224 0.001
C 1.739 -1.628 -0.782 -0.022 0.194 0.071 -0.019
H -3.783 -0.747 -4.183 -0.098 0.022 0.032 0.090
H -4.245 -1.526 -2.647 -0.004 0.020 -0.012 0.090
H -3.958 0.232 -2.709 -0.023 -0.004 -0.010 0.084
H -0.896 -1.557 -1.565 -0.093 -0.021 0.064 0.108
H -2.569 -1.866 -1.057 0.092 0.007 -0.062 0.125
H -1.488 -0.062 0.263 -0.076 -0.019 0.094 0.110
H -2.940 0.491 -0.569 0.002 -0.018 0.115 0.108
H -1.247 2.204 -0.789 0.022 0.022 -0.073 0.101
H -1.554 1.487 -2.374 -0.021 0.062 0.013 0.114
H 0.491 0.182 -2.260 0.100 -0.013 -0.007 0.103
H 0.841 1.898 -1.974 0.017 -0.123 -0.062 0.123
H 2.417 3.565 1.668 -0.029 0.014 -0.098 0.115
H 1.297 4.763 0.951 0.025 -0.073 0.055 0.121
H 0.813 4.268 3.398 0.079 -0.093 0.026 0.111
H 0.515 2.575 2.951 0.126 0.121 0.073 0.099
H -1.279 3.323 1.592 -0.023 0.111 0.042 0.054
H -1.042 4.877 2.051 -0.063 -0.099 -0.024 0.067
H 0.866 -0.331 2.208 -0.059 0.066 0.068 0.111
H 1.333 -2.657 2.911 -0.033 -0.013 0.087 0.124
H 2.336 -3.655 -1.122 0.017 -0.049 -0.052 0.123
H 1.888 -1.350 -1.814 -0.044 0.042 -0.109 0.117

---

(2)
84
Properties=species:S:1:pos:R:3:forces:R:3:lowdin_charge:R:1 method="wB97M-V/def2-TZVPD" charge=-1 gap_ev=7.241 e_lumo_ha=0.080
Bi 1.127 1.828 1.171 -0.049 0.010 0.060 1.909
F -3.451 4.651 0.895 0.014 -0.016 0.015 0.041
C -2.877 3.625 1.572 -0.003 0.005 -0.014 -0.279
C -1.722 3.048 1.085 -0.044 0.003 -0.002 -0.108
C -1.130 1.984 1.768 0.033 0.038 -0.015 -0.225
C -1.701 1.534 2.966 0.022 -0.011 -0.048 -0.102
C -2.866 2.148 3.402 -0.011 0.015 -0.023 -0.209
F -3.475 1.715 4.519 0.006 -0.024 0.015 0.077
C -3.475 3.197 2.735 0.002 -0.002 -0.002 0.061
C 0.464 0.211 3.648 -0.027 -0.160 0.005 -0.516
C 0.412 0.086 5.186 0.026 0.045 0.016 -0.162
C 1.042 -1.150 5.744 0.028 -0.032 -0.013 -0.043
C 1.532 -2.068 4.917 0.007 0.011 -0.008 -0.037
C 1.378 -1.937 3.458 -0.004 0.004 0.019 -0.100
N 0.874 -0.941 2.863 0.018 0.016 -0.002 0.164
H -1.280 3.445 0.175 -0.004 -0.015 -0.031 0.084
H -4.381 3.645 3.116 -0.005 -0.002 0.007 0.126
H 0.856 0.968 5.650 0.022 -0.017 -0.001 0.152
H 1.149 -1.244 6.815 0.001 0.001 -0.004 0.107
H 2.048 -2.942 5.294 -0.003 -0.002 0.006 0.099
H 1.725 -2.762 2.835 0.006 -0.003 -0.004 0.114
Cl 5.133 -3.647 -1.014 0.009 -0.007 -0.002 0.654
C 3.789 -2.601 -0.681 -0.062 0.028 -0.038 -0.710
C 2.525 -3.044 -0.717 -0.007 0.004 0.015 -0.675
Cl 2.221 -4.713 -1.061 0.006 -0.004 -0.012 0.656
C 1.359 -2.193 -0.486 0.001 -0.027 -0.024 -0.593
Cl -0.229 -2.892 -0.560 -0.060 0.028 0.014 0.716
C 1.496 -0.879 -0.211 -0.026 0.074 0.048 -0.413
O 0.529 -0.032 -0.008 0.041 0.011 0.063 -0.268
C 2.866 -0.225 -0.176 -0.098 -0.007 -0.066 -0.508
O 2.950 0.554 0.918 0.098 0.021 -0.047 -0.347
C 4.111 -1.162 -0.457 0.066 0.010 0.079 -0.652
Cl 5.371 -1.002 0.804 0.006 -0.032 0.029 0.687
O -1.363 -1.716 6.718 -0.015 -0.024 0.006 -0.290
S -2.095 -0.874 5.808 -0.055 0.009 -0.011 0.687
O -3.308 -0.291 6.296 0.013 -0.007 0.019 -0.282
N -1.078 0.268 5.169 -0.031 0.061 0.012 -0.058
C -1.127 0.318 3.660 0.011 0.033 0.020 -0.213
O 1.181 1.294 3.258 -0.007 0.065 -0.080 -0.312
C -1.878 -0.922 3.224 -0.020 -0.026 0.041 -0.122
C -2.091 -1.337 1.915 0.025 -0.003 -0.041 -0.012
C -2.846 -2.477 1.698 0.015 0.003 -0.020 -0.080
C -3.389 -3.203 2.758 0.010 -0.002 0.016 -0.076
C -3.183 -2.791 4.063 0.003 -0.013 -0.022 -0.043
C -2.421 -1.651 4.263 -0.007 0.011 0.005 -0.203
H -1.643 -0.796 1.090 0.003 0.001 0.006 0.090
H -3.002 -2.817 0.682 0.004 -0.006 -0.012 0.086
H -3.972 -4.093 2.558 0.000 -0.002 0.000 0.100
H -3.599 -3.332 4.903 -0.008 -0.001 0.001 0.117
O 0.470 2.533 -1.327 0.077 -0.031 0.000 -0.577
As 0.509 1.397 -2.532 -0.088 0.064 0.006 1.210
C -1.036 0.251 -2.498 -0.025 0.019 0.063 -0.309
C -2.034 0.587 -1.592 0.014 -0.048 0.009 -0.088
C -3.182 -0.185 -1.516 -0.007 -0.018 -0.005 -0.071
C -3.335 -1.286 -2.349 -0.002 0.015 0.015 -0.091
C -2.337 -1.616 -3.255 0.019 -0.025 -0.008 -0.099
C -1.183 -0.850 -3.329 0.036 0.003 -0.020 -0.104
C 2.160 0.417 -2.649 -0.002 -0.068 -0.004 -0.248
C 3.165 0.524 -1.547 0.054 0.015 0.055 -0.142
C 4.453 -0.326 -1.733 -0.001 -0.071 -0.060 -0.203
C 4.569 -1.092 -3.010 0.036 0.020 -0.021 -0.062
C 3.600 -1.105 -3.922 0.004 0.003 0.024 -0.063
C 2.369 -0.333 -3.735 -0.005 0.014 -0.008 -0.088
C 0.370 2.290 -4.243 -0.012 -0.032 -0.017 -0.282
C -0.879 2.485 -4.821 0.000 -0.013 -0.002 -0.086
C -0.992 3.190 -6.011 0.004 0.011 -0.012 -0.085
C 0.142 3.701 -6.625 -0.013 -0.001 0.000 -0.093
C 1.391 3.510 -6.049 0.005 0.001 0.009 -0.086
C 1.505 2.804 -4.860 0.012 0.012 -0.001 -0.094
H -1.891 1.428 -0.928 -0.001 0.025 0.025 0.080
H -3.948 0.064 -0.791 -0.004 0.007 -0.001 0.110
H -4.229 -1.894 -2.285 -0.002 -0.004 0.001 0.101
H -2.445 -2.486 -3.891 -0.003 -0.003 -0.002 0.102
H -0.397 -1.137 -4.015 -0.005 0.012 -0.017 0.095
H 3.368 1.571 -1.313 -0.013 0.007 -0.027 0.147
H 5.364 0.248 -1.566 -0.026 0.017 0.044 0.133
H 5.476 -1.664 -3.168 0.001 0.007 -0.016 0.098
H 3.708 -1.682 -4.832 0.001 0.002 -0.006 0.100
H 1.638 -0.358 -4.537 -0.002 -0.007 0.004 0.095
H -1.766 2.083 -4.345 0.005 0.001 0.000 0.103
H -1.966 3.338 -6.459 -0.003 0.000 -0.001 0.101
H 0.054 4.251 -7.554 0.000 0.000 -0.004 0.099
H 2.277 3.909 -6.525 0.001 0.001 -0.001 0.101
H 2.480 2.650 -4.415 -0.003 -0.002 0.001 0.106

---

(3)
52
Properties=species:S:1:pos:R:3:forces:R:3:lowdin_charge:R:1 method="wB97M-V/def2-TZVPD" charge=+2 multiplicity=4 gap_ev="6.069 / 6.707" e_lumo_ha="-0.279 / -0.281"
P 0.261 2.645 -0.641 0.206 -0.273 0.378 0.997
P -3.368 0.343 -0.363 -0.411 0.362 -1.513 1.033
C -1.917 2.752 -0.667 2.059 1.134 0.092 -0.299
C -3.028 2.074 0.107 -0.681 -0.114 0.257 -0.297
H -2.399 3.103 -1.663 -0.560 0.707 1.371 -0.039
H -1.812 3.756 -0.232 -0.287 0.031 -0.124 0.075
H -2.824 2.114 1.169 -0.047 -0.231 0.347 0.095
H -3.971 2.618 -0.057 0.448 0.431 0.111 0.111
C -4.494 -0.391 -1.591 -0.930 -0.123 -0.137 -0.169
H -4.818 -1.393 -1.240 0.063 0.669 0.098 0.085
H -3.920 -0.553 -2.519 -0.270 0.210 0.581 0.055
H -5.368 0.229 -1.813 -0.094 -0.373 0.088 0.062
C -3.901 -0.407 1.263 0.744 -0.390 0.184 -0.130
H -4.823 -0.999 1.140 0.520 0.153 -0.393 0.071
H -4.135 0.382 2.004 0.365 -0.085 -0.605 0.071
H -3.127 -1.053 1.704 -0.206 0.113 -0.127 0.073
C 1.113 3.349 -2.115 -1.199 -0.061 -0.521 -0.179
H 2.189 3.444 -1.941 -0.191 -0.109 0.420 0.088
H 0.705 4.333 -2.389 0.232 -0.266 0.202 0.052
H 0.941 2.664 -2.963 0.166 0.171 0.299 0.038
C 0.677 3.751 0.751 -1.385 0.440 -0.185 -0.188
H -0.021 3.538 1.577 0.368 0.096 -0.130 0.069
H 0.558 4.816 0.467 0.001 -0.574 0.070 0.079
H 1.689 3.602 1.084 0.437 -0.230 0.023 0.066
Re -2.070 2.089 -3.013 2.230 -4.351 3.206 1.434
C -4.221 2.639 -2.776 0.070 -0.072 0.294 -0.286
C -3.827 1.807 -3.900 -2.095 -0.031 0.347 -0.364
C -3.418 2.459 -5.168 -0.222 0.575 -2.409 -0.203
C -2.640 3.814 -5.071 -0.774 0.165 -0.641 -0.131
C -1.791 3.887 -3.812 1.648 5.374 -1.408 -0.390
C -2.105 4.747 -2.735 -0.152 -0.411 -1.227 -0.026
C -3.478 5.097 -2.327 -0.970 -0.387 0.318 -0.149
C -4.541 4.113 -2.865 -0.721 0.659 -0.686 -0.174
C 1.206 1.108 -0.328 -0.726 0.088 0.555 -0.173
H -4.872 2.154 -2.038 0.424 -0.028 -0.364 0.077
H -4.375 0.864 -4.002 0.605 0.118 -0.112 0.125
H -4.335 2.587 -5.757 0.212 0.190 -0.228 0.142
H -2.762 1.793 -5.736 -0.358 -0.165 0.006 0.121
H -1.933 3.905 -5.919 -0.498 -0.181 0.422 0.147
H -3.342 4.668 -5.141 0.601 -0.444 0.037 0.125
H -0.720 3.834 -4.003 -0.048 0.428 -0.294 0.092
H -1.320 5.215 -2.127 0.032 -0.550 -0.157 0.132
H -3.769 6.118 -2.633 0.440 -0.136 -0.004 0.161
H -3.544 5.119 -1.220 0.216 0.152 -0.368 0.130
H -5.476 4.295 -2.315 0.270 0.073 -0.195 0.132
H -4.759 4.369 -3.914 -0.149 -0.013 0.533 0.114
H 0.935 0.697 0.648 -0.032 0.083 -0.035 0.071
H 2.264 1.398 -0.283 -0.234 0.101 -0.170 0.082
H 1.029 0.332 -1.060 -0.058 0.017 -0.372 0.049
O -1.230 -0.513 -1.368 1.231 -0.149 -1.071 -0.166
N -2.059 0.431 -1.616 0.354 -2.633 3.120 -0.466
O -0.681 1.510 -3.947 -0.646 -0.159 0.116 -0.424

---

(4)
105
Properties=species:S:1:pos:R:3:forces:R:3:lowdin_charge:R:1 method="wB97M-V/def2-TZVPD" charge=+1 multiplicity=2 gap_ev="7.250 / 8.573" e_lumo_ha="-0.116 / -0.072"
Co -0.752 0.070 0.974 0.240 -0.253 -0.076 0.087
C -0.446 3.097 3.037 -0.060 0.019 0.471 -0.185
Si -0.359 2.285 1.373 0.087 -0.595 -0.588 0.611
C 1.391 2.496 0.731 0.244 0.387 -0.096 -0.294
C 1.843 3.767 0.359 0.006 -0.046 -0.061 -0.080
C 3.061 3.938 -0.283 -0.013 -0.054 0.011 -0.063
C 3.850 2.828 -0.559 -0.019 0.009 0.036 -0.062
C 3.438 1.563 -0.159 0.050 0.031 0.081 -0.074
C 2.224 1.393 0.504 0.009 -0.065 -0.204 -0.359
P 1.531 -0.213 1.023 -0.351 0.662 0.398 1.048
C 2.387 -1.506 0.065 0.034 -0.213 -0.165 -0.423
C 1.507 -2.780 0.007 -0.008 0.003 -0.015 -0.204
C 2.320 -4.014 -0.412 -0.002 0.017 0.007 -0.191
C 3.396 -3.619 -1.417 0.013 0.036 0.030 -0.191
C 4.432 -2.689 -0.757 -0.017 -0.015 0.007 -0.173
C 3.830 -1.890 0.411 -0.069 -0.102 -0.052 -0.198
C 1.934 -0.236 2.826 0.166 -0.193 0.095 -0.405
C 1.111 -1.291 3.581 0.093 -0.106 0.068 -0.219
C 1.502 -1.275 5.059 0.038 -0.066 -0.041 -0.182
C 2.965 -1.731 5.254 -0.023 -0.005 -0.012 -0.182
C 3.790 -1.565 3.972 -0.062 0.010 0.040 -0.200
C 3.419 -0.260 3.273 -0.046 0.094 -0.011 -0.172
C -1.607 3.151 0.260 -0.345 0.347 0.033 -0.271
C -2.043 4.456 0.531 0.070 -0.055 -0.151 -0.085
C -3.002 5.075 -0.259 0.044 -0.044 0.005 -0.064
C -3.550 4.398 -1.341 0.039 -0.021 0.028 -0.060
C -3.141 3.103 -1.624 0.012 -0.018 -0.011 -0.079
C -2.188 2.470 -0.824 0.067 0.077 -0.019 -0.329
P -1.628 0.752 -1.039 -0.157 0.069 0.307 1.059
C -0.755 0.641 -2.640 0.167 -0.005 -0.191 -0.403
C -1.385 1.350 -3.844 0.089 -0.011 -0.040 -0.196
C -0.681 0.891 -5.135 -0.019 0.013 0.041 -0.176
C 0.821 0.636 -4.918 -0.023 -0.009 -0.003 -0.194
C 1.349 1.525 -3.799 -0.016 0.009 -0.011 -0.184
C 0.694 1.151 -2.462 -0.099 -0.027 -0.073 -0.196
C -3.105 -0.347 -1.128 -0.117 -0.137 -0.064 -0.402
C -4.175 -0.159 -2.218 0.061 -0.048 -0.007 -0.198
C -5.115 -1.362 -2.198 0.056 -0.054 0.075 -0.184
C -4.385 -2.618 -2.704 0.016 0.029 0.037 -0.181
C -2.878 -2.549 -2.411 0.004 0.054 -0.002 -0.191
C -2.601 -1.825 -1.093 -0.098 0.040 -0.038 -0.204
H -0.111 4.133 2.917 -0.025 -0.036 0.089 0.039
H 0.232 2.616 3.748 -0.039 0.060 -0.007 0.028
H -1.448 3.114 3.474 0.049 0.031 -0.021 0.038
H 1.213 4.637 0.529 0.025 -0.049 -0.005 0.107
H 3.386 4.926 -0.585 -0.013 -0.042 0.008 0.110
H 4.790 2.945 -1.084 -0.019 0.002 0.018 0.110
H 4.075 0.718 -0.384 -0.027 -0.030 0.007 0.095
H 2.393 -1.063 -0.940 0.064 -0.053 0.012 0.099
H 0.701 -2.612 -0.713 -0.002 0.014 0.011 0.095
H 1.024 -2.962 0.973 0.040 0.002 -0.005 0.094
H 1.651 -4.770 -0.826 -0.002 -0.004 -0.006 0.112
H 2.791 -4.470 0.464 -0.001 0.011 -0.015 0.116
H 2.922 -3.117 -2.267 0.001 0.000 0.025 0.111
H 3.889 -4.502 -1.824 -0.001 0.004 -0.002 0.111
H 4.839 -1.998 -1.500 -0.013 -0.013 -0.002 0.111
H 5.276 -3.275 -0.385 0.000 0.004 0.005 0.114
H 4.452 -1.026 0.629 0.028 0.022 -0.005 0.088
H 3.827 -2.498 1.317 -0.011 0.020 -0.041 0.098
H 1.521 0.739 3.108 -0.006 0.017 0.015 0.083
H 1.287 -2.292 3.170 -0.002 0.055 0.025 0.109
H 0.041 -1.094 3.469 -0.018 0.066 -0.056 0.083
H 0.830 -1.912 5.635 -0.004 0.011 0.016 0.108
H 1.367 -0.258 5.442 0.005 -0.008 -0.024 0.114
H 2.990 -2.773 5.575 0.014 -0.010 -0.015 0.109
H 3.425 -1.150 6.056 -0.020 -0.005 0.000 0.111
H 3.621 -2.417 3.307 -0.026 0.038 0.045 0.091
H 4.855 -1.575 4.208 0.001 0.012 -0.005 0.118
H 4.086 -0.044 2.440 0.010 -0.002 -0.008 0.089
H 3.571 0.554 3.988 0.010 0.002 -0.026 0.124
H -1.625 5.007 1.366 -0.018 -0.028 0.014 0.097
H -3.322 6.084 -0.032 0.002 -0.025 -0.001 0.111
H -4.299 4.876 -1.959 0.017 -0.009 0.002 0.111
H -3.575 2.588 -2.470 0.013 0.015 0.017 0.092
H -0.723 -0.437 -2.848 -0.009 0.017 -0.023 0.112
H -1.271 2.429 -3.708 0.016 -0.019 0.002 0.118
H -2.453 1.162 -3.924 0.008 0.036 -0.021 0.082
H -0.822 1.650 -5.906 -0.009 0.007 0.009 0.113
H -1.162 -0.018 -5.504 0.010 -0.001 -0.012 0.109
H 1.369 0.809 -5.845 -0.007 -0.010 -0.001 0.111
H 0.992 -0.413 -4.652 -0.005 0.019 0.008 0.111
H 1.135 2.571 -4.039 0.003 -0.025 0.000 0.119
H 2.434 1.448 -3.709 -0.001 -0.001 0.005 0.111
H 0.706 2.016 -1.797 -0.001 0.066 0.035 0.097
H 1.278 0.376 -1.965 0.016 -0.012 0.014 0.083
H -3.596 -0.145 -0.169 0.000 0.041 -0.018 0.095
H -3.721 -0.088 -3.208 -0.038 0.001 0.031 0.097
H -4.722 0.767 -2.044 -0.018 0.014 0.016 0.105
H -6.011 -1.173 -2.789 0.016 0.011 -0.025 0.113
H -5.453 -1.515 -1.167 -0.030 -0.005 -0.023 0.113
H -4.535 -2.727 -3.780 -0.003 -0.001 0.012 0.112
H -4.815 -3.508 -2.240 0.006 0.005 0.002 0.110
H -2.368 -2.015 -3.219 -0.010 -0.024 0.011 0.102
H -2.447 -3.550 -2.390 -0.002 -0.004 0.006 0.114
H -1.526 -1.874 -0.873 0.031 0.045 0.029 0.072
H -3.099 -2.360 -0.279 -0.014 -0.008 -0.050 0.107
C -3.368 -1.393 4.082 -0.031 -0.054 0.103 -0.061
C -3.246 -1.248 2.587 0.125 0.055 -0.058 -0.255
O -2.357 -0.155 2.250 -0.063 0.024 0.008 -0.161
H -3.945 -2.287 4.325 0.009 0.030 -0.002 0.090
H -3.884 -0.538 4.524 0.029 0.001 -0.015 0.087
H -2.381 -1.483 4.540 -0.042 -0.023 -0.010 0.077
H -4.212 -1.079 2.111 -0.040 0.023 -0.013 0.120
H -2.797 -2.129 2.132 0.049 -0.005 0.023 0.116
H -2.669 0.669 2.640 -0.082 -0.037 0.057 0.105

---

Respective max |F| values: 1.1, 0.2, 5.8, 0.8 eV/A.
Respective ΔE to the lowest compared entry with this formula, charge and spin values: 0.000, 5.001, 3.252, 0.547 eV.